C9H20ClN2O4 | ωB97M-V with the def2-TZVPD basis set

Atoms and positions in Å:
C1 -2.22219 0.22378 2.37392
C2 -2.08819 0.75952 0.88883
N1 -1.33077 2.02963 0.93635
N2 -0.33191 2.15447 -0.05057
C3 -0.63851 2.02801 -1.50609
O1 -0.82469 0.74870 -2.02778
O2 0.63888 2.38151 -2.06268
C4 1.55110 1.56038 -1.29293
Cl1 3.10713 2.49259 -1.26323
C5 1.02849 1.53642 0.20619
O3 1.02145 0.36744 0.92411
C6 2.27330 -0.35080 0.83473
C7 2.00345 -1.63191 -0.03650
O4 1.06454 -2.38389 0.71878
C8 0.37667 -3.31171 -0.11233
C9 -0.76681 -2.66165 -0.96991
H1 -1.33388 0.59968 2.91553
H2 -3.13712 0.59076 2.86555
H3 -2.14214 -0.88117 2.37949
H4 -3.10721 0.89117 0.46285
H5 -1.56159 -0.04503 0.34348
H6 -1.92049 2.85177 0.98676
H7 -0.08239 3.15103 0.01425
H8 -1.32795 2.80491 -1.89166
H9 -1.75254 0.50753 -1.89938
H10 1.81821 0.61658 -1.78928
H11 1.59688 2.36184 0.68940
H12 2.46527 -0.74138 1.85406
H13 3.11399 0.25337 0.44844
H14 1.55080 -1.32700 -1.00393
H15 2.97394 -2.15377 -0.14755
H16 -0.10191 -4.05791 0.55318
H17 1.08839 -3.87648 -0.74853
H18 -1.76142 -2.84003 -0.52822
H19 -0.70928 -3.06975 -2.00035
H20 -0.53149 -1.57863 -1.06498

As for the structure (SMILES): CCN[N@@H+]1[C@H](O)O[C@@H](Cl)[C@@H]1OCCOCC. The max |F| is 0.0813 hartree/bohr. Its spin multiplicity is 1. The frontier orbital gap comes out at 9.688 eV. The total energy is -1225.21816 Ha. For the HOMO energy, the calculation gives -12.93 eV. For the LUMO energy, the calculation gives -3.24 eV. Its net charge is +1.

natural (NBO) population analysis, charges in e, atoms 1 to 2:
1 C -0.614
2 C -0.285

C9H20ClO17 | ωB97M-V with the def2-TZVPD basis set

Atoms and positions in Å:
Cl1 -0.17964 0.04776 -0.08193
O1 1.03315 -0.66827 -0.29462
O2 -0.03100 1.49934 0.05021
O3 -1.19245 -0.22787 -1.02505
O4 -0.66985 -0.46668 1.19174
C1 -1.65975 -2.63251 -0.22850
C2 -3.16973 -2.24120 -0.35667
O5 -3.71879 -3.35339 -0.94890
C3 -2.91424 -4.40845 -0.77814
O6 -3.12213 -5.56919 -1.15959
O7 -1.73643 -4.02004 -0.14033
H1 -1.22358 -2.01716 0.55840
H2 -1.20808 -2.42744 -1.19909
H3 -3.28230 -1.34105 -0.96095
H4 -3.69093 -2.16855 0.59788
C4 1.49152 -1.52830 2.47272
C5 2.28983 -0.11916 2.59327
O8 3.56829 -0.60675 2.97977
C6 3.70298 -1.96168 2.78019
O9 4.71149 -2.62098 2.99650
O10 2.51360 -2.51242 2.51735
H5 0.80904 -1.51306 1.62296
H6 0.86187 -1.63247 3.35634
H7 1.87975 0.50130 3.39011
H8 2.28742 0.44822 1.66258
C7 -0.94789 3.52987 -1.28361
C8 -0.80473 4.22054 -2.63421
O11 -1.73328 3.51351 -3.42039
C9 -2.77568 3.24263 -2.57997
O12 -3.94185 3.16688 -2.93947
O13 -2.31037 3.18463 -1.34059
H9 -0.70883 4.16847 -0.43324
H10 -0.30127 2.66668 -1.12591
H11 0.18063 4.01466 -3.05226
H12 -1.07585 5.27531 -2.67964
O14 2.24890 -0.67926 -2.27086
H13 2.06901 -1.37179 -1.63504
H14 1.47511 -0.11675 -2.23841
O15 3.20487 -0.63785 0.13386
H15 3.28779 -1.58961 0.19309
H16 2.46619 -0.49772 -0.45855
O16 -1.58924 2.38563 1.51041
H17 -1.38327 1.81477 0.77019
H18 -1.17826 1.96039 2.26306
O17 2.35523 1.41800 0.63867
H19 2.69813 0.53417 0.50640
H20 1.41471 1.33670 0.48042

The max |F| is 0.0911 hartree/bohr. Its spin multiplicity is 1. The calculation puts the relative energy (zero: lowest compared OMol25 entry of this formula, charge and spin) at 640.0 kJ/mol. The frontier orbital gap comes out at 9.205 eV. The total energy is -2093.85601 Ha. For the HOMO energy, the calculation gives -6.71 eV. For the LUMO energy, the calculation gives 2.50 eV. Its net charge is -1.

natural (NBO) population analysis, charges in e, atoms 1 to 2:
1 Cl 2.576
2 O -0.870

C9H20N2OS | ωB97M-V with the def2-TZVPD basis set

Atoms and positions in Å:
C1 1.59235 0.03878 1.36429
C2 1.74630 0.60036 -1.14140
C3 2.94290 -0.62984 1.34574
C4 3.17954 -0.10316 -1.10028
C5 -2.27703 1.20112 -0.45052
C6 -1.90510 -1.04790 0.37092
C7 -3.75400 0.80049 -0.70591
C8 -3.46858 -1.22196 0.51322
C9 1.33040 0.98999 0.29656
N1 3.27616 -1.14644 -0.02451
N2 -1.45014 0.02713 -0.52068
O1 -4.01225 0.00425 0.50913
S1 0.60718 2.52789 0.59842
H1 0.70667 -0.57306 1.62522
H2 1.76638 0.73519 2.33394
H3 1.72462 1.40021 -1.80894
H4 1.17614 -0.21118 -1.55807
H5 3.73144 0.13919 1.56012
H6 3.01231 -1.42694 2.11118
H7 3.40623 -0.60086 -1.97525
H8 3.92271 0.61038 -0.93335
H9 -1.95869 1.90238 -1.17188
H10 -2.22045 1.67754 0.43700
H11 -1.42159 -0.79184 1.33696
H12 -1.39461 -1.99077 0.03008
H13 -4.48038 1.66020 -0.51548
H14 -3.97364 0.08764 -1.41418
H15 -3.81643 -1.85331 -0.35767
H16 -3.79527 -1.58591 1.59217
H17 4.19709 -1.57659 -0.10940
H18 2.70800 -2.00349 -0.17563
H19 -1.38478 -0.40728 -1.41009
H20 0.28656 2.76779 -0.65169

The max |F| is 0.1078 hartree/bohr. Its spin multiplicity is 1. The calculation puts the relative energy (zero: lowest compared OMol25 entry of this formula, charge and spin) at 49.2 kJ/mol. The frontier orbital gap (alpha / beta) comes out at 4.951 / 4.955 eV. The total energy is -937.10937 Ha. For the HOMO energy (alpha / beta), the calculation gives -14.40 / -14.40 eV. For the LUMO energy (alpha / beta), the calculation gives -9.45 / -9.45 eV. Its net charge is +2.

natural (NBO) population analysis, charges in e, atoms 1 to 2:
1 C -0.600
2 C -0.502

C9H20N2P | ωB97M-V with the def2-TZVPD basis set

Atoms and positions in Å:
C1 1.62891 1.96535 0.53387
C2 0.22791 2.37987 0.14874
C3 2.21489 0.80801 -0.36302
C4 -2.79364 -1.03612 0.12680
C5 -1.77713 -2.20238 0.48776
C6 -0.83713 1.32935 0.42861
C7 -2.20324 -0.18246 -0.98307
C8 1.95219 -0.45665 0.21081
C9 -0.01742 -0.93160 -0.18615
N1 -0.50019 -1.67451 0.81964
N2 -0.78509 0.30590 -0.53433
P1 2.87304 -2.01002 -0.18025
H1 2.24459 2.85999 0.55726
H2 1.55257 1.65988 1.58989
H3 0.07772 3.40665 0.58931
H4 0.32035 2.73324 -0.90159
H5 1.83088 0.83521 -1.37861
H6 3.24494 1.14322 -0.56658
H7 -3.62692 -1.50230 -0.31019
H8 -3.00075 -0.40537 1.07487
H9 -2.08248 -2.85347 1.25313
H10 -1.64545 -2.81134 -0.46814
H11 -0.63706 0.78914 1.37375
H12 -1.72800 1.92029 0.26540
H13 -1.98426 -0.71664 -1.84092
H14 -2.82769 0.64222 -1.26048
H15 1.89105 -0.57984 1.36137
H16 0.08895 -1.54815 -1.07510
H17 -0.62833 -1.04081 1.59960
H18 -0.55104 0.82169 -1.33516
H19 4.15802 -2.04973 0.34114
H20 3.31983 -1.59865 -1.37836

The max |F| is 0.1280 hartree/bohr. Its spin multiplicity is 1. The calculation puts the relative energy (zero: lowest compared OMol25 entry of this formula, charge and spin) at 318.0 kJ/mol. The frontier orbital gap comes out at 9.398 eV. The total energy is -805.40431 Ha. For the HOMO energy, the calculation gives -12.07 eV. For the LUMO energy, the calculation gives -2.68 eV. Its net charge is +1.

natural (NBO) population analysis, charges in e, atoms 1 to 2:
1 C -0.386
2 C -0.437